[1]
This record from OMol25 describes a single C3H5NO3 molecule in a non-equilibrium geometry. The level of theory is ωB97M-V with the def2-TZVPD basis set.

Geometry as XYZ:
```
12
Properties=species:S:1:pos:R:3:mulliken_charge:R:1
N 0.213 1.928 -0.475 -0.59
C 0.126 0.911 0.577 -0.46
C -0.902 -0.210 0.402 0.55
O -1.996 -0.205 0.908 -0.48
O -0.597 -1.239 -0.531 -0.27
C 0.489 -2.054 -0.372 0.19
O 1.199 -2.116 0.607 -0.47
H 0.693 1.612 -1.328 0.26
H -0.723 2.190 -0.784 0.25
H 1.103 0.455 0.780 0.41
H -0.217 1.413 1.493 0.25
H 0.612 -2.685 -1.277 0.35
```

Computed properties:
Relative energy (zero: lowest compared OMol25 entry of this formula, charge and spin): 31.9 kcal per mole
E_HOMO: -0.372 hartree
Orbital gap: 10.8 eV
SMILES: NCC(=O)OC=O
2S+1: 1
E_LUMO: 0.67 eV

[2]
This record from OMol25 describes 2 unconnected molecules or ions with the total composition C3H5NO3. The level of theory is ωB97M-V with the def2-TZVPD basis set.

Geometry as XYZ:
```
12
Properties=species:S:1:pos:R:3:mulliken_charge:R:1
H -0.838 2.109 1.411 0.20
N -0.536 1.379 0.778 -0.60
C -0.171 0.301 1.318 0.66
C 0.319 -1.012 1.104 -0.23
O -0.008 -0.292 2.474 -0.45
H 1.379 -1.187 0.966 0.24
H -0.359 -1.830 0.889 0.24
O 0.454 -1.083 -1.241 -0.57
C 0.166 -0.204 -2.032 0.16
O -0.284 0.997 -1.779 -0.51
H 0.274 -0.375 -3.110 0.38
H -0.396 1.196 -0.777 0.48
```

Computed properties:
Relative energy (zero: lowest compared OMol25 entry of this formula, charge and spin): 60.3 kcal per mole
E_HOMO: -0.383 hartree
Orbital gap: 11.2 eV
SMILES: [H]/N=C1/CO1.O=CO
2S+1: 1
E_LUMO: 0.76 eV